No. 1
{"formula": "C3H7N", "method": "the ωB97M-V functional and the def2-TZVPD basis", "lumo_energy_ev": 1.15, "e_above_lowest_kj_mol": 47.6, "homo_energy_ev": -9.72, "charge": 0, "smiles": "C=NCC", "homo_lumo_gap_ev": 10.86, "elements": ["C", "C", "C", "N", "H", "H", "H", "H", "H", "H", "H"], "coordinates": [[-0.160, 0.743, -1.305], [0.370, -0.519, -0.619], [-0.364, 0.223, 1.450], [0.215, -0.696, 0.815], [0.208, 0.800, -2.328], [-1.251, 0.730, -1.337], [0.118, 1.701, -0.865], [1.431, -0.590, -0.869], [-0.113, -1.371, -1.102], [-0.778, 1.148, 1.052], [-0.491, 0.139, 2.525]], "mulliken_charge": [-1.28, -0.15, -0.23, -0.44, 0.34, 0.34, 0.38, 0.29, 0.26, 0.22, 0.26]}


No. 2
{"formula": "C3H7N2", "method": "the ωB97M-V functional and the def2-TZVPD basis", "lumo_energy_ev": -5.06, "e_above_lowest_kj_mol": 159.2, "homo_energy_ev": -16.01, "charge": 1, "smiles": "[H]/N=C/C[NH+]=C", "homo_lumo_gap_ev": 10.95, "elements": ["C", "C", "C", "N", "N", "H", "H", "H", "H", "H", "H", "H"], "coordinates": [[-0.119, -0.719, 0.072], [-1.595, -0.253, -0.250], [1.937, 0.456, -0.044], [-1.685, 0.958, 0.148], [0.670, 0.457, 0.057], [-0.028, -1.382, 0.930], [0.286, -1.328, -0.646], [-2.201, -1.102, -0.609], [2.548, 1.326, 0.150], [-2.638, 1.286, 0.100], [-0.090, 1.226, 0.095], [2.566, -0.409, 0.038]], "mulliken_charge": [-0.66, -0.02, -0.12, -0.49, 0.00, 0.37, 0.41, 0.35, 0.28, 0.26, 0.33, 0.28]}


No. 3
{"formula": "C3H7N2", "method": "the ωB97M-V functional and the def2-TZVPD basis", "lumo_energy_ev": -4.50, "e_above_lowest_kj_mol": 330.2, "homo_energy_ev": -15.90, "charge": 1, "smiles": "CN1CC1=[NH2+]", "homo_lumo_gap_ev": 11.40, "elements": ["C", "C", "C", "N", "N", "H", "H", "H", "H", "H", "H", "H"], "coordinates": [[-0.683, 0.375, 0.312], [-0.998, -0.155, -0.945], [1.624, -0.654, -0.419], [0.329, -0.134, -0.211], [-1.142, 0.862, 1.825], [-1.442, -1.256, -0.946], [-1.012, 0.561, -1.836], [1.450, -1.671, -0.818], [2.105, 0.023, -1.094], [2.208, -0.705, 0.450], [-2.023, 1.266, 1.741], [-0.418, 1.487, 1.940]], "mulliken_charge": [0.35, -0.40, -0.68, 0.03, -0.42, 0.28, 0.27, 0.29, 0.32, 0.34, 0.31, 0.29]}


No. 4
{"formula": "C3H7N2", "method": "the ωB97M-V functional and the def2-TZVPD basis", "s2": 2.01, "lumo_energy_ev": [-3.91, -7.25], "e_above_lowest_kj_mol": 192.0, "homo_energy_ev": [-10.36, -15.74], "charge": 1, "homo_lumo_gap_ev": [6.45, 8.49], "spin_multiplicity": 3, "elements": ["C", "C", "C", "N", "N", "H", "H", "H", "H", "H", "H", "H"], "coordinates": [[-1.104, -0.927, 0.022], [-0.910, 1.064, 0.084], [0.121, -0.091, 0.538], [-1.827, -0.004, -0.358], [1.417, -0.265, -0.245], [-1.095, -1.919, -0.197], [-1.234, 1.746, 0.881], [-0.583, 1.464, -0.932], [0.312, -0.100, 1.548], [1.322, 0.163, -1.256], [1.452, -1.361, -0.302], [2.129, 0.228, 0.216]], "mulliken_charge": [-0.57, -0.46, -0.24, -0.05, -0.39, 0.51, 0.31, 0.26, 0.45, 0.42, 0.42, 0.33]}


No. 5
{"formula": "C3H7N2O", "method": "the ωB97M-V functional and the def2-TZVPD basis", "lumo_energy_ev": -4.07, "e_above_lowest_kj_mol": 426.1, "homo_energy_ev": -15.61, "charge": 1, "smiles": "C1CN2O[C@@H]2[NH2+]1", "homo_lumo_gap_ev": 11.54, "elements": ["C", "C", "C", "N", "N", "O", "H", "H", "H", "H", "H", "H", "H"], "coordinates": [[-0.217, 1.077, -0.678], [-0.665, 0.499, 0.608], [0.618, -1.027, -0.562], [0.248, -0.014, -1.482], [0.399, -0.620, 0.840], [-0.536, -1.271, -1.179], [-0.997, 1.635, -1.174], [0.675, 1.672, -0.536], [-0.590, 1.294, 1.469], [-1.615, -0.017, 0.441], [1.577, -1.582, -0.501], [1.270, -0.227, 1.384], [-0.167, -1.419, 1.372]], "mulliken_charge": [-0.44, -0.52, 0.20, -0.21, -0.27, -0.33, 0.34, 0.32, 0.33, 0.38, 0.42, 0.40, 0.40]}


No. 6
{"formula": "C3H7N2O", "method": "the ωB97M-V functional and the def2-TZVPD basis", "lumo_energy_ev": [-4.82, -4.77], "e_above_lowest_kj_mol": 691.8, "homo_energy_ev": [-14.08, -12.76], "charge": 1, "homo_lumo_gap_ev": [9.26, 7.99], "elements": ["C", "C", "C", "N", "N", "O", "H", "H", "H", "H", "H", "H", "H"], "coordinates": [[1.575, 0.403, -0.615], [-0.506, -0.083, -0.018], [-1.569, 0.062, 1.039], [1.544, -0.919, -0.410], [0.449, 0.980, -0.214], [0.311, -1.239, 0.156], [2.355, 1.112, -0.880], [-1.321, -0.661, -2.112], [-1.088, -0.424, 1.893], [-2.425, -0.511, 0.541], [-1.581, 1.093, 1.336], [2.047, -1.741, -0.712], [0.210, 1.930, -0.004]], "mulliken_charge": [0.08, 0.00, -1.01, 0.05, 0.02, -0.16, 0.41, 0.09, 0.32, 0.27, 0.41, 0.27, 0.25]}